{
  "formula": "C5H12FN",
  "method": "ωB97M-V/def2-TZVPD",
  "homo_lumo_gap_ev": 9.2,
  "spin_multiplicity": 1,
  "e_above_lowest_kcal_mol": 56.8,
  "lumo_energy_ev": 0.9,
  "e_homo_ev": -8.240,
  "elements": ["F", "N", "C", "C", "C", "C", "C", "H", "H", "H", "H", "H", "H", "H", "H", "H", "H", "H", "H"],
  "xyz": [[1.5684, 1.2866, -0.8483], [-0.8357, 0.0642, -0.7522], [1.4863, -0.1212, 1.0709], [0.0079, 1.9539, 0.8998], [0.8062, 0.8235, 0.1793], [-0.4060, -0.0975, -2.1095], [-1.2628, -1.0890, -0.0298], [1.0653, -0.2251, 2.1147], [1.5244, -1.0468, 0.5997], [0.5835, 0.6537, -2.4498], [-0.1657, -1.1516, -2.4805], [-2.1824, -1.3507, -0.4469], [-0.1323, 1.7766, 1.9068], [-1.2739, -0.7078, 0.9607], [0.6097, 2.7960, 0.7884], [-1.2444, 0.2069, -2.7812], [-0.9636, 1.9188, 0.3303], [2.4665, 0.1651, 1.1257], [-0.5739, -1.9269, -0.1309]],
  "nbo_charge": [-0.35, -0.47, -0.71, -0.70, 0.59, -0.46, -0.42, 0.23, 0.23, 0.22, 0.16, 0.20, 0.21, 0.20, 0.22, 0.20, 0.27, 0.24, 0.15]
}